(1)
Below is a molecular structure, C20H28HfOS3SbSi, with properties calculated with the ωB97M-V functional and the def2-TZVPD basis.

The calculation puts the HOMO energy (spin up / spin down) at -0.08 / 0.27 eV. The expectation value of S² is 0.755. As for the HOMO-LUMO gap (spin up / spin down): 5.05 / 4.70 eV. The LUMO energy (spin up / spin down) is 5.0 / 5.0 eV. The value obtained for the molecular weight is 708.98 g/mol. As for the multiplicity: 2. As for the net charge: -2.

Each line ends with the Löwdin spin population.
Element x y z (Å)
Hf -1.26267 -0.26646 -1.33655  0.140
C 2.08335 3.14957 -2.40032  0.000
C 2.90209 1.92384 -2.82795  0.000
C 2.56682 1.54691 -4.26780  0.000
C 2.68227 0.79416 -1.83815  0.000
C 3.10100 0.95919 -0.51881  0.000
C 2.83825 0.00670 0.44759  0.005
C 2.14857 -1.15954 0.13265  0.010
C 1.79062 -2.15735 1.19637  0.001
C 1.76617 -1.35132 -1.18803  0.007
C 2.01977 -0.38347 -2.16220  0.001
H 2.22825 3.97186 -3.10818  0.000
H 2.36617 3.49469 -1.40445  0.000
H 1.02278 2.89665 -2.36812  0.000
H 3.96667 2.19059 -2.78220  0.000
H 1.50042 1.33171 -4.36879  0.000
H 3.13344 0.67347 -4.60203  0.000
H 2.80200 2.38251 -4.93288  0.000
H 3.61024 1.87488 -0.23487  0.000
H 3.13851 0.18809 1.47472  0.000
H 2.68092 -2.53778 1.70564  0.000
H 1.24377 -2.99575 0.76989  0.000
H 1.14269 -1.69329 1.94453  0.000
H 1.21587 -2.24605 -1.46026  0.000
H 1.65358 -0.55876 -3.16508  0.000
S -3.73972 -0.24165 -1.82099  0.016
Sb -2.70101 -0.25642 -4.05221  0.008
S -1.02589 -1.89836 -3.51904  -0.001
S -1.22573 1.50043 -3.40278  0.022
C -0.59017 1.15831 0.05019  0.597
C -0.75506 1.81093 1.26704  0.111
C -0.02285 1.44234 2.45038  0.024
C -0.22992 2.05310 3.67045  0.001
C -1.13997 3.10136 3.82473  -0.005
C -1.83888 3.51079 2.68282  0.000
C -1.66332 2.90720 1.45605  0.027
H 0.70830 0.64678 2.36263  0.003
H 0.34330 1.71251 4.52997  0.001
H -1.29723 3.57782 4.78503  -0.001
H -2.55302 4.32709 2.76109  0.001
H -2.23673 3.24049 0.59927  0.004
C -1.20844 -4.06825 1.74740  0.000
Si -2.18030 -2.61748 1.02545  0.002
C -3.74169 -3.36236 0.31075  0.000
C -2.61650 -1.45589 2.42122  0.000
O -1.30815 -1.85598 -0.10625  0.024
H -1.87495 -4.72467 2.31703  0.000
H -0.41089 -3.73537 2.41587  0.000
H -0.75781 -4.65935 0.94439  0.000
H -4.30022 -3.91804 1.07181  0.000
H -3.48387 -4.04664 -0.50300  0.000
H -4.37976 -2.58318 -0.11076  0.000
H -3.18388 -1.96040 3.21097  0.000
H -3.21277 -0.61997 2.04440  0.000
H -1.71440 -1.02016 2.86137  0.000

(2)
Below is a molecular structure, C20H28InN2Si, with properties calculated with the ωB97M-V functional and the def2-TZVPD basis.

The calculation puts the HOMO energy (spin up / spin down) at -11.01 / -10.54 eV. As for the HOMO-LUMO gap (spin up / spin down): 5.67 / 4.95 eV. The LUMO energy (spin up / spin down) is -5.3 / -5.6 eV. The value obtained for the molecular weight is 439.36 g/mol. As for the multiplicity: 1. As for the net charge: +1.

Each line ends with the natural charge from an NBO analysis.
Element x y z (Å)
C 4.03608 -3.46955 0.10804  -0.374
C 3.05744 -3.38586 -0.92145  -0.303
C 3.19050 -2.11466 -1.56535  -0.281
H 2.39960 -4.19074 -1.22941  0.238
C 4.26961 -1.42436 -0.92609  -0.360
C 4.78244 -2.25148 0.10315  -0.234
H 5.63535 -2.03550 0.73638  0.223
H 4.24685 -4.33871 0.72496  0.222
H 2.65773 -1.79176 -2.45765  0.246
H 4.68055 -0.47180 -1.23593  0.234
In 1.17459 -1.50960 0.42661  1.026
C -1.69278 2.52082 1.24531  -0.993
H -0.83725 3.22042 1.16922  0.227
H -2.59061 3.00247 0.95740  0.257
H -1.73781 2.18141 2.27736  0.209
Si -0.99355 0.88773 0.22362  1.210
C -2.67565 0.01257 -0.02861  -0.521
C -2.81983 -0.85907 -1.14188  -0.150
H -1.93997 -1.08387 -1.77365  0.200
C -4.07634 -1.40480 -1.47896  -0.230
H -4.15473 -2.08905 -2.32127  0.225
C -5.17571 -1.06701 -0.71099  -0.193
H -6.12421 -1.52277 -0.93159  0.225
C -5.07204 -0.13874 0.32462  -0.205
H -5.96444 0.15844 0.87921  0.226
C -3.83114 0.41116 0.68112  -0.208
H -3.74033 1.14765 1.49811  0.223
C -1.01287 1.98196 -1.35658  -0.494
C -2.17253 2.18312 -2.14261  -0.222
H -3.07820 1.61672 -1.90184  0.225
C -2.19534 3.06848 -3.24757  -0.193
H -3.12807 3.17556 -3.81932  0.225
C -1.06469 3.81109 -3.59116  -0.202
H -1.06408 4.46024 -4.46951  0.229
C 0.04222 3.75771 -2.72045  -0.229
H 0.91395 4.41049 -2.89852  0.222
C 0.06751 2.87566 -1.61348  -0.163
H 0.93830 2.82559 -0.93603  0.188
H -3.71467 4.61859 0.27194  0.007
H -3.43247 4.82600 0.94895  -0.002
N 2.78858 -0.42636 1.94488  -0.888
C 3.39253 -1.33478 2.92871  -0.249
C 2.42833 -2.40169 3.38127  -0.238
N 1.80939 -3.12291 2.22479  -0.879
H 2.26603 0.33331 2.41072  0.397
H 3.48687 0.02673 1.35956  0.420
H 4.26233 -1.83187 2.47295  0.231
H 3.74227 -0.76721 3.80397  0.218
H 2.94299 -3.13422 4.02348  0.225
H 1.62662 -1.91846 3.96270  0.206
H 2.46712 -3.80051 1.81513  0.421
H 0.98350 -3.62659 2.51575  0.401

So what do the calculations give for relative energy (zero: lowest compared OMol25 entry of this formula, charge and spin)? Going down the list: 0.00 3.72 kcal/mol.